Entry from the OMol25 dataset: a structure of composition C36H49N5P2SiTi (ωB97M-V/def2-TZVPD).

The geometry in XYZ format:
```
94
Properties=species:S:1:pos:R:3
Ti -0.987 -0.930 0.598
C 3.140 -1.294 -4.413
C 3.763 -0.423 -3.618
C 3.875 1.026 -3.990
C 2.606 1.651 -4.627
C 1.273 1.132 -4.210
C 0.654 0.131 -4.837
C 1.337 -0.422 -6.064
C 2.742 -1.021 -5.828
C -3.166 -0.094 0.710
H 2.975 -2.320 -4.084
H 4.391 -0.776 -2.795
H 4.672 1.163 -4.745
H 4.156 1.608 -3.102
H 2.637 2.721 -4.378
H 2.735 1.549 -5.712
H 0.753 1.769 -3.508
H -0.372 -0.171 -4.602
H 1.479 0.374 -6.813
H 0.700 -1.187 -6.514
H 2.720 -1.996 -6.329
H 3.505 -0.411 -6.333
H -3.440 -1.073 1.132
H -3.817 0.073 -0.160
H -3.452 0.611 1.500
P -1.207 1.223 -0.428
P 1.133 0.169 0.999
N -2.169 1.183 -1.965
N -1.750 2.881 0.287
N 1.467 -1.268 0.025
N 2.533 -0.157 2.028
C 0.407 1.805 -1.065
C 1.587 1.515 -0.147
C -3.019 0.147 -2.361
C -3.744 0.554 -3.477
C -3.277 1.863 -3.823
C -2.310 2.221 -2.885
C -3.041 3.178 0.717
C -3.102 4.505 1.128
C -1.807 5.073 0.922
C -0.993 4.051 0.439
C 0.495 -2.329 -0.165
C 1.062 -3.155 -1.194
C 2.291 -2.621 -1.582
C 2.480 -1.426 -0.881
C 3.862 -0.532 1.813
C 4.502 -0.606 3.043
C 3.532 -0.284 4.047
C 2.343 -0.023 3.403
H 0.368 2.870 -1.324
H 0.554 1.249 -1.990
H 2.498 1.266 -0.716
H 1.785 2.375 0.509
H -3.058 -0.779 -1.804
H -4.518 -0.022 -3.970
H -3.615 2.452 -4.666
H -1.715 3.121 -2.803
H -3.816 2.431 0.715
H -3.970 4.990 1.548
H -1.525 6.102 1.106
H 0.066 4.070 0.211
H 0.110 -2.793 0.789
H 0.557 -4.029 -1.594
H 3.006 -3.014 -2.307
H 3.272 -0.695 -1.005
H 4.256 -0.747 0.837
H 5.540 -0.843 3.218
H 3.698 -0.256 5.108
H 1.363 0.230 3.777
C -2.500 -3.575 1.365
Si -1.806 -2.824 2.966
C -3.198 -2.906 4.189
C -0.405 -3.795 3.677
N -1.285 -1.154 2.703
C -1.166 -0.258 3.768
C -1.182 1.139 3.535
C -1.241 2.040 4.594
C -1.212 1.582 5.913
C -1.138 0.204 6.168
C -1.078 -0.708 5.114
H -3.070 -4.426 1.800
H -1.728 -3.979 0.682
H -3.230 -2.978 0.781
H -3.565 -3.942 4.181
H -2.899 -2.661 5.213
H -4.015 -2.245 3.878
H 0.503 -3.746 3.075
H -0.157 -3.501 4.699
H -0.713 -4.843 3.721
H -1.180 1.506 2.513
H -1.336 3.099 4.383
H -1.260 2.284 6.754
H -1.144 -0.167 7.198
H -1.003 -1.782 5.336
```

Charge: 0
HOMO (alpha / beta), eV: -6.2 / -6.9
<S²>: 2.019
Multiplicity: 3
HOMO-LUMO gap (alpha / beta), eV: 6.096 / 6.524

Entry from the OMol25 dataset: a structure of composition C10H6O2 (ωB97M-V/def2-TZVPD).

The geometry in XYZ format:
```
18
Properties=species:S:1:pos:R:3
C 0.628 0.222 -3.671
C -0.048 -0.288 -2.857
C 0.865 0.282 2.102
C -0.148 1.151 1.701
C 1.155 -0.891 1.380
C -0.954 0.842 0.550
C 0.398 -1.201 0.284
C -0.662 -0.348 -0.131
C 0.025 -2.145 -0.877
C -1.047 -1.152 -1.328
O 0.359 -3.209 -1.303
O -2.339 -1.451 -1.695
H 1.238 0.642 -4.421
H 1.560 0.349 2.872
H -0.152 1.996 2.375
H 1.860 -1.555 1.604
H -1.775 1.625 0.398
H -2.322 -2.423 -1.902
```

Charge: 0
HOMO, eV: -9.8
HOMO-LUMO gap, eV: 9.249

F_max per entry: 3.83 7.09 eV Å⁻¹
Molar mass per entry: 689.72 158.16 g mol⁻¹
Calculated total energy per entry: -3496.456723 -534.929952 hartree